Entry 1:
{
  "formula": "C55H43AsClMnN3O3P",
  "method": "the ωB97M-V functional and the def2-TZVPD basis",
  "s_squared": 8.7555,
  "gap_ev": [7.25, 7.28],
  "charge": 1,
  "e_tot_ha": -6699.9118,
  "lumo_energy_ev": [-2.458, -2.528],
  "multiplicity": 6,
  "species": ["Mn", "Cl", "C", "C", "C", "C", "O", "C", "C", "O", "C", "H", "H", "H", "H", "O", "As", "C", "C", "C", "C", "C", "C", "C", "C", "C", "C", "C", "C", "C", "C", "C", "C", "C", "C", "H", "H", "H", "H", "H", "H", "H", "H", "H", "H", "H", "H", "H", "H", "H", "C", "C", "C", "C", "C", "C", "P", "C", "C", "C", "C", "C", "C", "C", "C", "C", "C", "C", "C", "H", "H", "H", "H", "H", "H", "H", "H", "H", "H", "H", "H", "H", "H", "H", "N", "C", "C", "C", "C", "C", "C", "N", "C", "C", "C", "C", "N", "C", "C", "H", "H", "H", "H", "H", "H", "H", "H", "H"],
  "xyz": [[0.25189, -0.30219, -1.77067], [-4.50059, 0.66026, -7.15251], [-3.24341, 0.74124, -5.97172], [-2.95913, 1.97447, -5.36424], [-1.96814, 2.05922, -4.42592], [-1.18679, 0.93231, -4.04787], [-0.25815, 1.04704, -3.18144], [-1.51172, -0.32962, -4.67159], [-0.85928, -1.51691, -4.24369], [0.06117, -1.60216, -3.39783], [-2.53931, -0.38560, -5.63368], [-3.51849, 2.85037, -5.65702], [-1.73294, 3.00417, -3.96100], [-1.23418, -2.45847, -4.67819], [-2.76732, -1.33269, -6.09981], [-1.72726, -0.71846, -1.06142], [-2.93483, -1.08934, -0.01411], [-4.16606, 0.40890, -0.12335], [-4.60725, 0.76789, -1.39204], [-5.30544, 1.94990, -1.57086], [-5.56408, 2.76768, -0.48033], [-5.12946, 2.40790, 0.78568], [-4.42155, 1.23027, 0.96661], [-2.20646, -1.10161, 1.79509], [-2.91595, -1.60615, 2.87606], [-2.37121, -1.52661, 4.14826], [-1.12002, -0.95847, 4.33334], [-0.40087, -0.47776, 3.25129], [-0.94758, -0.54783, 1.98232], [-3.77041, -2.73942, -0.62679], [-2.97653, -3.70995, -1.22269], [-3.56849, -4.80844, -1.82108], [-4.94765, -4.92206, -1.85425], [-5.74178, -3.94114, -1.27857], [-5.15553, -2.85424, -0.65068], [-4.39513, 0.11691, -2.23499], [-5.64552, 2.23600, -2.55608], [-6.10743, 3.69040, -0.61564], [-5.33633, 3.04527, 1.63429], [-4.07936, 0.93971, 1.95359], [-3.87797, -2.08027, 2.71544], [-2.92201, -1.91170, 4.99511], [-0.69961, -0.90161, 5.32551], [0.58450, -0.05823, 3.40030], [-0.38374, -0.20913, 1.11112], [-1.89710, -3.60545, -1.25164], [-2.95469, -5.55851, -2.29816], [-5.40398, -5.77009, -2.34093], [-6.81719, -4.01177, -1.34378], [-5.76672, -2.07991, -0.19689], [5.60856, 0.34316, 1.55133], [5.85883, -0.50472, 0.48393], [4.80949, -1.10473, -0.19366], [3.50061, -0.86188, 0.20634], [3.25557, -0.01083, 1.28498], [4.30409, 0.58735, 1.95715], [2.04516, -1.61154, -0.60337], [1.45872, -2.67140, 0.77053], [0.12271, -3.05116, 0.75145], [-0.40903, -3.85276, 1.74491], [0.40414, -4.29435, 2.77484], [1.74410, -3.93820, 2.78866], [2.27365, -3.12234, 1.80536], [2.74598, -2.82824, -1.76879], [2.99522, -2.36668, -3.06159], [3.46279, -3.23651, -4.02893], [3.67079, -4.57219, -3.71548], [3.42802, -5.03201, -2.43124], [2.97327, -4.16381, -1.45339], [6.42849, 0.81574, 2.07060], [6.87637, -0.70091, 0.17659], [5.00856, -1.75094, -1.03720], [2.22954, 0.17861, 1.57870], [4.10901, 1.24653, 2.79171], [-0.48865, -2.69457, -0.07354], [-1.45483, -4.12864, 1.70752], [0.00657, -4.92602, 3.55452], [2.38605, -4.30049, 3.57486], [3.31518, -2.84182, 1.84031], [2.79448, -1.32377, -3.30037], [3.65328, -2.88287, -5.03167], [4.01039, -5.26129, -4.47397], [3.58446, -6.07198, -2.18439], [2.78376, -4.52535, -0.45301], [1.35113, 5.23950, 2.88474], [2.12950, 6.10894, 3.59875], [1.83989, 7.02981, 4.59566], [2.89629, 7.77456, 5.07801], [4.20215, 7.60235, 4.59868], [4.49867, 6.68150, 3.61958], [3.44714, 5.92435, 3.10172], [3.43586, 4.97734, 2.12414], [2.18746, 4.59260, 2.00103], [1.75621, 3.61244, 1.03637], [0.42864, 3.17687, 0.91322], [0.12497, 2.20665, -0.01771], [1.03575, 1.62407, -0.80597], [2.29220, 2.08250, -0.73721], [2.69103, 3.05937, 0.14855], [0.35460, 5.12606, 2.97691], [0.83458, 7.15943, 4.97200], [2.71483, 8.51277, 5.84507], [4.99177, 8.21216, 5.01429], [5.50014, 6.54221, 3.24719], [-0.36311, 3.58408, 1.52453], [-0.90205, 1.86890, -0.14919], [2.99376, 1.63832, -1.43308], [3.71030, 3.40964, 0.17648]],
  "forces_ev_per_a": [[-0.8, 0.6, -0.2], [-0.2, 0.0, -0.2], [0.2, -0.5, 0.0], [0.3, -0.2, 0.2], [0.0, 0.1, -0.1], [-0.3, -0.5, -0.4], [0.0, 0.4, 0.2], [0.2, 0.7, 0.6], [0.2, -0.1, 0.2], [-0.6, -0.4, -0.4], [-0.2, 0.2, 0.0], [-0.1, 0.1, 0.0], [0.0, 0.1, 0.1], [0.2, 0.1, -0.1], [-0.1, -0.1, -0.1], [1.5, 0.2, -0.7], [-0.8, 0.1, 0.8], [0.2, -0.3, 0.0], [0.0, -0.3, -0.2], [0.0, 0.0, 0.0], [0.0, 0.0, 0.0], [0.0, 0.0, 0.0], [0.1, -0.3, 0.2], [-0.3, 0.0, -0.4], [-0.1, -0.1, -0.2], [-0.1, -0.1, 0.0], [0.0, 0.0, 0.0], [0.0, 0.0, 0.0], [0.1, 0.2, -0.4], [0.1, 0.5, 0.2], [0.3, 0.0, 0.0], [0.1, 0.0, -0.1], [-0.1, 0.1, 0.1], [0.0, -0.1, 0.0], [0.0, 0.3, 0.2], [0.0, 0.1, 0.0], [0.0, 0.0, 0.0], [-0.1, 0.1, 0.0], [0.0, 0.0, 0.0], [0.0, 0.1, 0.0], [0.0, 0.0, 0.1], [0.0, 0.0, 0.0], [0.0, 0.0, 0.1], [0.1, 0.0, 0.0], [-0.1, 0.0, 0.3], [-0.1, 0.0, 0.0], [0.1, -0.1, 0.0], [-0.1, -0.1, -0.1], [-0.1, 0.0, 0.1], [0.0, -0.1, -0.1], [0.0, 0.0, 0.0], [0.1, 0.1, 0.1], [-0.2, 0.0, -0.1], [-0.1, 0.2, -0.2], [0.0, -0.1, -0.2], [0.0, 0.0, 0.1], [0.9, -1.2, 0.7], [-0.2, 0.2, -0.1], [0.1, 0.0, -0.3], [-0.1, -0.2, -0.1], [0.0, 0.0, -0.1], [0.1, 0.0, 0.1], [-0.1, 0.1, -0.1], [-0.1, 0.3, -0.1], [-0.1, 0.0, 0.2], [0.1, 0.0, -0.1], [0.0, 0.0, 0.0], [0.0, -0.1, 0.0], [-0.1, 0.2, 0.0], [0.1, 0.0, 0.0], [0.0, 0.0, 0.0], [0.0, -0.1, 0.0], [0.0, 0.1, 0.1], [0.0, 0.1, 0.0], [0.0, -0.1, 0.2], [0.0, 0.0, 0.0], [-0.1, 0.0, 0.1], [0.1, 0.0, 0.1], [0.1, 0.0, 0.0], [0.1, -0.2, -0.1], [0.0, 0.0, -0.1], [0.1, 0.0, -0.1], [0.0, -0.1, 0.0], [0.0, -0.1, 0.0], [-0.1, -0.3, -0.3], [0.8, 0.2, 0.0], [-0.1, 0.1, 0.1], [-0.2, 0.0, 0.0], [0.2, 0.0, 0.0], [-0.1, 0.0, 0.0], [-0.8, 0.4, 0.6], [-0.2, -0.6, -0.6], [0.5, 0.6, 0.6], [-0.4, -0.9, -0.9], [0.4, 0.2, 0.1], [-0.2, -0.2, -0.1], [0.0, 0.1, 0.4], [-0.2, -0.1, -0.1], [-0.3, 0.3, 0.2], [0.2, 0.0, -0.1], [0.0, 0.1, 0.0], [0.0, 0.0, 0.1], [0.0, 0.0, 0.0], [0.1, 0.0, 0.0], [-0.1, 0.0, 0.0], [0.1, 0.0, 0.1], [0.1, 0.0, 0.1], [0.1, 0.0, 0.0]]
}



Entry 2:
{
  "formula": "C55H43Br2F4N8O3PPbSSb",
  "method": "the ωB97M-V functional and the def2-TZVPD basis",
  "gap_ev": 8.39,
  "charge": 1,
  "e_tot_ha": -9505.4778,
  "lumo_energy_ev": -2.202,
  "species": ["Pb", "C", "C", "C", "C", "C", "C", "N", "Sb", "C", "C", "C", "C", "C", "C", "N", "C", "C", "C", "C", "C", "C", "N", "H", "H", "H", "H", "H", "H", "H", "H", "H", "H", "H", "H", "H", "H", "H", "H", "H", "H", "F", "C", "C", "F", "C", "F", "C", "P", "C", "C", "C", "C", "C", "C", "C", "C", "C", "C", "C", "C", "C", "Br", "C", "F", "H", "H", "H", "H", "H", "H", "H", "H", "H", "H", "Br", "C", "C", "N", "C", "C", "C", "C", "O", "O", "H", "H", "H", "N", "C", "O", "C", "C", "C", "C", "N", "C", "H", "H", "H", "H", "H", "H", "N", "C", "N", "C", "C", "C", "C", "C", "C", "S", "H", "H", "H", "H", "H", "H"],
  "xyz": [[0.18402, -0.01187, 0.85199], [3.11670, 1.77419, 1.86894], [2.64314, 0.94523, 3.02966], [3.31668, 1.16344, 4.25140], [2.88114, 0.51839, 5.35160], [1.82731, -0.41465, 5.24316], [1.16369, -0.58517, 4.01317], [1.63673, 0.06511, 2.91676], [-0.56840, -1.93662, 4.20443], [-2.24370, -0.61198, 3.90090], [-3.38341, -0.84923, 4.64024], [-4.48042, -0.00650, 4.46783], [-4.36861, 1.01068, 3.58608], [-3.16076, 1.21887, 2.89328], [-3.07616, 2.40649, 1.94272], [-2.13727, 0.40029, 3.04194], [-0.88495, -3.09184, 2.38735], [-0.41448, -4.39592, 2.47041], [-0.90925, -5.33907, 1.58252], [-1.85515, -4.91241, 0.65082], [-2.24923, -3.58144, 0.59423], [-3.33683, -3.15829, -0.33037], [-1.71797, -2.64925, 1.40646], [4.19986, 1.87514, 1.87060], [2.81494, 1.44924, 0.89681], [2.79567, 2.77209, 2.02598], [4.14148, 1.87937, 4.27677], [3.33176, 0.66421, 6.32865], [1.46333, -0.96155, 6.07401], [-3.39532, -1.64650, 5.35127], [-5.36848, -0.13679, 5.04600], [-5.22072, 1.67307, 3.40852], [-4.06253, 2.76004, 1.61520], [-2.67452, 3.27793, 2.50011], [-2.41566, 2.24739, 1.08435], [0.26860, -4.69806, 3.26792], [-0.61842, -6.39394, 1.58073], [-2.33899, -5.65711, 0.02040], [-3.71322, -3.96659, -0.93421], [-4.20405, -2.79550, 0.21377], [-3.00860, -2.37637, -1.02057], [-1.70202, -2.81687, -7.10345], [-1.78564, -2.15161, -5.97701], [-2.53287, -1.00344, -5.90602], [-3.14566, -0.54679, -6.98399], [-2.51237, -0.20303, -4.78433], [-3.16129, 0.96216, -4.85687], [-1.84711, -0.59173, -3.63119], [-1.80081, 0.42229, -2.08095], [-1.57190, 2.11444, -2.69420], [-2.35303, 3.16854, -2.25435], [-2.00787, 4.48121, -2.59565], [-0.92323, 4.74525, -3.42899], [-0.21239, 3.68308, -3.95360], [-0.49884, 2.38479, -3.56288], [-3.51996, 0.30694, -1.49167], [-4.65462, 0.63182, -2.24561], [-5.92301, 0.63122, -1.69681], [-6.06701, 0.33656, -0.35346], [-4.95306, 0.07589, 0.40491], [-3.70424, 0.04098, -0.16468], [-1.16181, -1.80370, -3.68614], [-0.35053, -2.53067, -2.10685], [-1.10753, -2.56072, -4.84882], [-0.29147, -3.59679, -4.97411], [-3.16949, 2.93560, -1.59873], [-2.55459, 5.30968, -2.17793], [-0.61852, 5.78311, -3.59502], [0.69023, 3.87628, -4.58497], [0.13252, 1.56770, -3.92256], [-4.60293, 0.92039, -3.29681], [-6.78451, 0.87110, -2.30077], [-7.02507, 0.36318, 0.12825], [-5.04033, -0.08513, 1.45145], [-2.86825, -0.24081, 0.48094], [2.38413, 6.77385, -2.49154], [1.43665, 5.99998, -1.08270], [0.96670, 6.83570, -0.07669], [0.34699, 6.36822, 1.02018], [0.12399, 5.08745, 1.10598], [0.55367, 4.17509, 0.13763], [1.23409, 4.62763, -0.98704], [0.36993, 2.71262, 0.36263], [-0.01177, 2.33700, 1.49956], [0.67122, 1.90115, -0.52378], [1.15514, 7.92221, -0.09927], [-0.41176, 4.72611, 1.95718], [1.65777, 3.93314, -1.66751], [1.55832, -0.10317, -4.84847], [2.86182, 0.03129, -4.37999], [3.79671, 0.22509, -5.11860], [3.05870, -0.19662, -2.87999], [4.33463, -0.61306, -2.53271], [4.56612, -0.85938, -1.18408], [3.56058, -0.71476, -0.25037], [2.33262, -0.27294, -0.58672], [2.09214, -0.06257, -1.88591], [1.44941, -0.12017, -5.85389], [0.88809, -0.61886, -4.34141], [5.14280, -0.70348, -3.26323], [5.53100, -1.18195, -0.85789], [3.74589, -0.95487, 0.77626], [1.11733, 0.28656, -2.15721], [1.61978, -4.07021, -0.15683], [2.69362, -3.80846, 0.66047], [2.60413, -3.38254, 1.88251], [3.88236, -3.16719, 2.37776], [4.21106, -2.63266, 3.64575], [5.54005, -2.46696, 3.98177], [6.54376, -2.81854, 3.10517], [6.26868, -3.32916, 1.82856], [4.94099, -3.48211, 1.47331], [4.28880, -4.06328, -0.04241], [0.81724, -4.40241, 0.37551], [1.80191, -4.60394, -0.98807], [3.41619, -2.37459, 4.32660], [5.81354, -2.06268, 4.95124], [7.56752, -2.68671, 3.40541], [7.12874, -3.59523, 1.20385]],
  "forces_ev_per_a": [[-0.3, 0.1, 0.2], [0.5, -0.5, 0.4], [0.6, -0.2, 0.2], [-0.1, 0.6, -1.2], [-0.7, -1.4, 1.2], [-0.4, 0.8, -1.6], [0.9, 0.2, 0.4], [-0.2, 0.6, 0.0], [0.2, 0.0, 0.0], [0.3, -0.2, 0.1], [0.1, 0.2, -0.1], [0.5, -0.8, 0.5], [-0.1, 1.2, -0.7], [-1.0, 0.7, -0.6], [0.2, 0.6, 0.6], [0.6, 0.2, -0.6], [-0.1, 0.7, -0.7], [0.0, -0.5, 0.4], [-0.4, 0.0, -0.6], [0.1, -0.7, 0.3], [0.2, 0.2, 0.2], [-0.2, 0.3, -0.4], [0.2, -0.8, 1.0], [0.2, -0.4, 0.0], [-0.3, -0.2, -0.4], [-0.7, 1.1, 0.1], [-0.3, -0.2, 0.0], [0.1, 0.1, -0.1], [-0.1, -0.3, 0.8], [-0.1, -0.4, 0.3], [-0.5, -0.2, 0.2], [0.4, -0.1, 0.0], [0.1, -0.5, 0.0], [0.1, -0.5, -0.2], [-0.2, -0.1, 0.3], [-0.2, 0.2, -0.3], [0.0, 0.4, 0.2], [0.1, 0.3, 0.0], [0.1, -0.5, -0.2], [0.1, 0.3, 0.2], [-0.1, 0.0, 0.2], [0.0, -0.3, -0.4], [-0.1, 0.0, 0.4], [-0.1, 0.9, -0.4], [-0.3, -0.1, -0.4], [0.0, 0.0, 0.4], [0.1, -0.2, -0.1], [-0.1, 0.3, 0.2], [0.0, -0.3, 0.1], [0.2, 0.2, -0.9], [0.5, 0.3, 0.0], [0.1, -0.2, 0.0], [-0.5, 0.3, 0.4], [1.4, -0.1, -0.4], [-0.2, -0.4, 0.1], [-0.1, 0.8, -1.0], [-0.3, 0.2, -1.0], [0.2, -0.2, 0.0], [-0.1, 0.3, 0.2], [-0.3, -0.1, 0.0], [0.8, -0.4, 1.0], [0.0, -0.4, 0.5], [0.2, 0.0, -0.7], [0.5, 0.3, 0.1], [0.0, -0.5, 0.3], [-0.4, 0.3, 0.2], [-0.2, 0.1, 0.1], [-0.2, -0.4, -0.2], [-1.0, -0.2, 0.5], [-0.2, 0.3, 0.0], [0.3, -0.2, 0.4], [0.0, 0.0, -0.1], [-0.4, 0.0, 0.0], [-0.2, -0.3, 0.6], [-0.1, 0.1, -0.2], [0.2, 0.0, -0.5], [-0.3, 0.0, 0.4], [0.1, 0.2, 0.6], [0.1, 1.4, -0.6], [0.1, -0.9, -0.6], [0.0, -0.1, -0.2], [-0.1, 0.7, 1.1], [0.1, 1.3, 0.8], [-0.2, -0.5, 0.4], [0.3, -0.7, -1.1], [-0.1, -0.7, -0.1], [-0.2, -0.2, 0.5], [0.1, -0.4, -0.7], [1.4, 0.7, -0.4], [-1.1, -0.8, 0.1], [0.0, 0.3, 0.2], [0.3, -0.1, -0.8], [0.2, 0.2, 0.8], [0.1, -0.1, -0.3], [-0.5, 0.4, -0.8], [0.4, -0.8, -0.3], [0.7, 0.1, -0.3], [0.1, 0.1, 0.1], [-0.6, -0.5, 0.7], [-0.5, 0.0, 0.1], [0.4, -0.2, 0.2], [0.0, 0.0, 0.6], [-0.5, 0.2, 0.1], [-0.4, 0.1, 0.8], [-0.1, -0.2, -0.4], [0.1, 0.0, -0.7], [1.1, 0.3, 0.2], [-0.5, -0.5, -1.0], [-0.3, 0.1, 0.4], [0.2, -0.3, -0.9], [0.7, 0.3, 0.8], [-0.2, 0.0, 0.3], [-0.2, 0.2, 0.8], [0.1, 0.2, -0.3], [0.1, -0.1, -0.1], [-0.1, 0.0, 0.1], [-0.1, 0.0, -0.1], [0.3, 0.0, 0.0], [-0.6, 0.1, 0.0]]
}